1.
Computed, not measured: a molecular structure, C34H32Br3N3O4Pb at a distorted geometry, with the ωB97M-V functional and the def2-TZVPD basis.

CARTESIAN COORDINATES (ANGSTROEM)
Pb: 2.382 -0.787 -0.464
Br: 2.470 4.384 -1.008
C: 3.985 3.310 -0.838
C: 5.267 3.865 -0.924
C: 6.392 3.112 -0.599
Br: 8.130 3.815 -0.993
C: 6.242 1.739 -0.228
C: 7.252 0.890 0.181
C: 7.000 -0.425 0.438
C: 5.726 -0.933 0.183
N: 4.720 -0.174 -0.219
C: 4.966 1.177 -0.326
C: 3.808 1.965 -0.562
O: 2.625 1.403 -0.505
H: 5.417 4.903 -1.258
H: 8.257 1.287 0.357
H: 7.745 -1.065 0.853
H: 5.591 -1.990 0.385
Br: 4.397 -1.294 4.170
C: 2.682 -0.784 4.706
C: 2.479 -0.569 6.036
C: 1.183 -0.130 6.452
C: 0.191 0.191 5.521
C: 0.450 -0.107 4.181
C: 1.688 -0.563 3.730
C: 1.887 -0.739 2.260
O: 2.767 -1.503 1.753
O: 1.113 -0.084 1.522
H: 3.209 -0.813 6.799
H: 0.939 -0.083 7.529
H: -0.723 0.633 5.813
H: -0.281 -0.031 3.365
C: -5.123 -4.009 -1.334
C: -3.886 -3.347 -1.984
C: -3.339 -3.919 -3.173
C: -2.136 -3.590 -3.668
C: -1.514 -4.174 -4.860
C: -1.285 -2.678 -2.857
C: -2.062 -1.730 -1.974
C: -3.275 -2.323 -1.357
N: -1.592 -0.560 -1.834
C: -2.194 0.507 -1.033
C: -3.541 0.996 -1.537
C: -4.057 2.234 -0.728
C: -4.072 1.956 0.774
C: -2.649 1.520 1.222
C: -1.667 2.648 0.999
C: -1.698 2.936 -0.516
C: -3.088 3.405 -0.967
C: -1.232 1.699 -1.254
C: -2.223 0.233 0.508
H: -5.982 -3.788 -1.986
H: -5.253 -3.539 -0.344
H: -4.839 -5.079 -1.204
H: -3.970 -4.601 -3.704
H: -2.169 -4.890 -5.352
H: -0.635 -4.656 -4.558
H: -1.262 -3.388 -5.576
H: -0.615 -2.059 -3.463
H: -3.565 -1.955 -0.370
H: -4.306 0.211 -1.417
H: -3.438 1.261 -2.593
H: -5.066 2.401 -1.141
H: -4.854 1.179 0.983
H: -4.457 2.830 1.333
H: -2.648 1.293 2.278
H: -0.672 2.336 1.240
H: -1.895 3.518 1.609
H: -1.041 3.780 -0.733
H: -3.083 3.704 -2.034
H: -3.336 4.299 -0.426
H: -0.208 1.447 -0.878
H: -1.150 1.919 -2.330
H: -2.796 -0.620 0.865
H: -1.223 0.046 0.785
O: -0.594 -4.569 -1.762
N: -0.265 -3.480 -1.960

Values from the calculation:
Energy relative to the best compared isomer or geometry (same formula, charge and spin) (kcal per mole): 14.3
Max |F| (eV Å⁻¹): 2.8
HOMO-LUMO gap (Eh): 0.2697
Charge: 0

These are the Mulliken partial charges, in e, on atoms 1 to 5:
1 Pb 0.93
2 Br -0.15
3 C -0.46
4 C -0.29
5 C -0.23

=====

2.
Computed, not measured: a molecular structure, C34H32BrClN3O2Pr at a distorted geometry, with the ωB97M-V functional and the def2-TZVPD basis.

CARTESIAN COORDINATES (ANGSTROEM)
Pr: -1.434 -0.699 0.511
C: -3.738 -0.655 1.830
C: -2.896 -1.335 2.738
C: -2.577 -2.601 2.176
C: -3.236 -2.709 0.926
C: -3.937 -1.497 0.704
C: -4.829 -1.163 -0.458
C: -3.384 -3.973 0.132
C: -1.890 -3.713 2.913
C: -2.542 -0.909 4.132
C: -4.442 0.653 2.046
H: -5.876 -1.129 -0.146
H: -4.744 -1.907 -1.251
H: -4.591 -0.187 -0.890
H: -2.499 -4.607 0.206
H: -3.567 -3.779 -0.926
H: -4.233 -4.553 0.507
H: -1.365 -4.394 2.240
H: -2.620 -4.309 3.469
H: -1.169 -3.327 3.634
H: -1.464 -0.922 4.303
H: -3.007 -1.577 4.861
H: -2.893 0.101 4.338
H: -4.406 1.285 1.158
H: -3.992 1.218 2.862
H: -5.493 0.482 2.295
Br: -1.318 6.650 2.206
C: -0.459 5.006 2.626
C: 0.656 5.023 3.456
C: 1.279 3.817 3.765
C: 0.804 2.624 3.254
C: -0.314 2.625 2.411
C: -0.956 3.835 2.099
C: -0.802 1.382 1.814
O: -0.271 0.257 2.137
O: -1.735 1.440 0.920
H: 1.029 5.958 3.850
H: 2.144 3.821 4.418
H: 1.279 1.680 3.485
H: -1.824 3.825 1.456
N: 8.886 1.113 -3.931
C: 7.809 1.138 -3.529
C: 6.466 1.167 -3.021
C: 5.832 2.382 -2.774
C: 4.543 2.404 -2.278
C: 3.870 1.211 -2.039
C: 4.500 -0.005 -2.282
C: 5.794 -0.027 -2.766
N: 2.551 1.239 -1.529
C: 1.630 2.258 -1.683
C: 0.505 1.850 -1.045
N: 0.704 0.596 -0.498
C: 1.923 0.255 -0.828
H: 6.361 3.307 -2.962
H: 4.068 3.349 -2.056
H: 3.973 -0.932 -2.116
H: 6.283 -0.971 -2.963
H: 1.846 3.166 -2.216
H: -0.430 2.370 -0.930
H: 2.420 -0.653 -0.526
Cl: 0.035 -3.049 -0.260
C: 0.544 -2.535 -1.868
C: 1.692 -3.096 -2.393
C: 2.197 -2.605 -3.587
C: 1.563 -1.523 -4.194
C: 0.406 -0.992 -3.659
C: -0.204 -1.528 -2.506
C: -1.500 -1.083 -2.021
H: 2.190 -3.900 -1.865
H: 3.081 -3.050 -4.027
H: 1.974 -1.098 -5.102
H: -0.088 -0.160 -4.147
H: -2.160 -1.950 -1.888
H: -1.957 -0.382 -2.718

Values from the calculation:
Max |F| (eV Å⁻¹): 3.4
⟨S²⟩: 2.002
HOMO-LUMO gap (alpha / beta) (Eh): 0.2405 / 0.2412
Charge: 0
2S+1: 3

These are the Mulliken partial charges, in e, on atoms 1 to 5:
1 Pr 0.66
2 C 1.03
3 C 0.85
4 C 0.49
5 C 0.98

=====

3.
Computed, not measured: a molecular structure, C34H32Cl6NO8P3V at a distorted geometry, with the ωB97M-V functional and the def2-TZVPD basis.

CARTESIAN COORDINATES (ANGSTROEM)
V: -0.712 0.855 -0.258
C: 1.449 4.620 2.846
C: 0.545 3.906 1.833
O: -0.264 4.874 1.185
P: 1.584 3.255 0.441
O: 1.977 4.643 -0.237
O: 3.025 2.779 0.901
O: 0.926 2.286 -0.483
P: -0.463 2.578 2.664
O: -1.986 3.137 2.412
O: -0.117 2.530 4.083
O: -0.444 1.372 1.749
H: 2.011 5.409 2.357
H: 2.111 3.926 3.339
H: 0.776 5.056 3.584
H: -1.172 4.518 1.051
H: 1.175 5.192 -0.317
H: 3.047 1.852 1.098
H: -2.370 3.541 3.202
Cl: -1.067 -1.285 -2.603
C: -0.265 -2.695 -1.934
C: 0.105 -3.648 -2.889
C: 0.714 -4.838 -2.498
C: 0.941 -5.049 -1.152
C: 0.558 -4.107 -0.231
C: -0.063 -2.895 -0.557
P: -0.293 -1.603 0.669
C: 1.104 -1.927 1.868
C: 2.422 -2.163 1.492
C: 3.451 -2.192 2.427
C: 3.172 -1.964 3.772
C: 1.864 -1.718 4.158
C: 0.836 -1.755 3.220
C: -1.682 -2.098 1.715
C: -2.491 -1.124 2.318
C: -3.541 -1.531 3.109
C: -3.827 -2.870 3.300
C: -3.069 -3.832 2.649
C: -1.959 -3.448 1.912
H: -0.109 -3.424 -3.932
H: 0.959 -5.623 -3.220
H: 1.403 -5.966 -0.810
H: 0.828 -4.277 0.794
H: 2.712 -2.286 0.444
H: 4.473 -2.367 2.106
H: 3.985 -1.992 4.492
H: 1.595 -1.538 5.183
H: -0.170 -1.529 3.527
H: -2.225 -0.090 2.200
H: -4.155 -0.803 3.621
H: -4.669 -3.194 3.902
H: -3.357 -4.860 2.762
H: -1.376 -4.201 1.387
O: -1.131 1.501 -3.951
C: 0.083 2.269 -4.044
C: 0.918 1.623 -5.119
C: 1.489 0.255 -4.729
C: 2.482 0.212 -3.581
C: 3.872 0.219 -3.793
C: 4.739 0.093 -2.689
C: 4.174 -0.066 -1.434
C: 2.800 -0.010 -1.317
N: 1.957 0.093 -2.339
H: -1.615 1.830 -3.171
H: 0.589 2.326 -3.070
H: -0.136 3.323 -4.325
H: 1.753 2.290 -5.338
H: 0.295 1.527 -6.006
H: 1.936 -0.126 -5.653
H: 0.673 -0.394 -4.456
H: 4.273 0.249 -4.776
H: 5.830 0.021 -2.853
H: 4.797 -0.234 -0.575
H: 2.370 -0.084 -0.324
Cl: -2.206 3.077 -0.992
C: -3.344 1.876 -0.427
C: -2.890 0.553 -0.537
C: -3.983 -0.353 -0.374
Cl: -3.834 -2.025 -0.761
C: -5.251 0.036 0.100
Cl: -6.516 -1.096 0.338
C: -5.535 1.375 0.335
Cl: -7.089 1.888 0.834
C: -4.555 2.326 0.067
Cl: -4.854 3.990 0.310

Values from the calculation:
Energy relative to the best compared isomer or geometry (same formula, charge and spin) (kcal per mole): 21.4
Max |F| (eV Å⁻¹): 1.7
⟨S²⟩: 3.760
HOMO-LUMO gap (alpha / beta) (Eh): 0.3013 / 0.3229
Charge: 0
2S+1: 4

These are the Mulliken partial charges, in e, on atoms 1 to 5:
1 V 1.58
2 C -1.74
3 C 1.24
4 O -0.71
5 P 0.49

=====

- Among the records above, which one has the lowest max |F|?
  C34H32Cl6NO8P3V

=====

- Among the records above, which one has the highest max |F|?
  C34H32BrClN3O2Pr

=====

- charge of number 1 (C34H32Br3N3O4Pb)?
  0